*one*
Below is C20H26N2O2 in the gas phase, with properties calculated with ωB97M-V/def2-TZVPD.

structure (SMILES): Cc1cc(C)n([C@@H]2CCCC[C@H]2OC(=O)CCc2ccccc2)n1
Kohn-Sham gap: 9.46 eV
total charge: 0
spin multiplicity: 1

Geometry (Å):
H (0.136, -0.410, 0.197)
H (3.056, 2.746, -1.487)
C (1.627, 1.156, -1.499)
C (-0.728, 0.254, 0.315)
H (2.165, -3.676, 1.478)
C (-0.729, 0.786, 1.751)
C (3.428, -1.179, -0.419)
N (-3.130, -0.093, 0.278)
H (3.873, -1.022, -1.389)
H (-0.326, 3.409, 1.142)
H (-0.084, -2.736, -0.240)
C (-3.243, -2.057, -0.785)
C (-1.504, 2.567, -0.447)
C (-3.962, -1.007, -0.188)
C (-1.915, -1.716, -0.648)
H (2.537, 0.478, 2.377)
H (-5.850, -1.692, 0.516)
H (-2.527, 2.221, -0.600)
H (0.286, 1.117, 1.978)
C (2.469, -2.679, 1.191)
H (-3.642, -2.936, -1.250)
C (2.291, -1.620, 2.063)
H (-5.668, 0.070, 0.450)
H (1.850, -1.784, 3.036)
C (3.046, -2.456, -0.048)
C (-1.353, 3.074, 0.982)
C (-0.579, 1.389, -0.723)
H (-1.622, 2.303, 2.983)
H (3.194, -3.279, -0.731)
C (-0.688, -2.426, -1.094)
H (-5.907, -0.862, -1.039)
H (4.680, 1.418, 0.019)
H (-2.710, 1.605, 1.767)
H (-1.288, 3.361, -1.164)
N (-1.894, -0.531, 0.011)
O (1.303, 0.234, -2.205)
H (-2.018, 3.923, 1.139)
C (2.672, -0.344, 1.688)
C (3.045, 1.664, -1.361)
H (-0.980, -0.035, 2.424)
C (-1.693, 1.950, 1.952)
C (-5.437, -0.863, -0.057)
H (3.642, 1.204, -2.148)
H (3.188, 1.998, 0.765)
H (-0.072, -1.786, -1.727)
O (0.782, 1.839, -0.730)
C (3.232, -0.104, 0.439)
C (3.593, 1.301, 0.030)
H (-0.969, -3.310, -1.659)
H (-0.793, 0.971, -1.717)

=====

*two*
Below is C20H26N2O2 in the gas phase, with properties calculated with ωB97M-V/def2-TZVPD.

structure (SMILES): Cc1ccc(N2CCN(C[C@H](O)COc3ccccc3)CC2)cc1
Kohn-Sham gap: 7.69 eV
total charge: 0
spin multiplicity: 1

Geometry (Å):
H (-7.398, -1.868, -0.245)
H (-2.162, 0.590, -1.076)
C (1.442, 1.650, -0.333)
H (2.663, -0.981, -2.436)
C (-2.257, -0.524, 0.706)
O (-3.817, 0.752, -0.391)
C (-5.943, 1.714, 0.145)
H (-3.902, -1.027, 1.290)
H (-7.988, 2.243, 0.585)
H (-1.298, -2.125, -0.058)
H (0.752, 2.023, -1.147)
C (4.357, -0.835, -0.533)
C (5.833, 1.421, 0.682)
C (1.015, -1.262, -1.208)
C (5.581, -1.049, 0.127)
H (1.238, -0.133, 1.273)
H (6.242, 2.050, 1.249)
H (1.638, -1.760, -0.261)
C (4.478, 1.486, 0.134)
N (0.028, -0.397, -0.336)
C (-5.749, -0.718, -0.131)
C (-2.768, -0.030, -0.650)
H (-0.224, 1.025, 1.036)
H (1.851, 2.289, 0.198)
C (-0.970, -1.344, 0.245)
C (0.667, 0.314, 0.377)
H (-2.008, 0.118, 1.510)
C (-5.095, 0.762, -0.207)
H (8.117, 0.603, 1.853)
H (8.295, -0.165, 0.464)
H (4.126, 2.432, 0.213)
C (1.809, -0.312, -1.782)
C (3.775, 0.303, -0.645)
H (-8.862, 0.230, 0.498)
C (-6.988, -0.913, 0.056)
N (2.553, 0.678, -1.095)
H (-5.055, -1.518, -0.203)
C (7.740, -0.102, 1.293)
H (6.129, -1.866, -0.249)
H (-5.565, 2.534, 0.147)
C (6.478, 0.098, 0.620)
H (-3.255, -0.812, -1.258)
O (-3.137, -1.561, 1.428)
H (-0.626, -1.631, 1.436)
C (-7.350, 1.443, 0.224)
C (-7.841, 0.301, 0.232)
H (0.635, -1.851, -1.808)
H (7.736, -0.905, 1.724)
H (1.182, 0.193, -2.524)
H (3.897, -1.564, -1.171)

=====

In kJ/mol, relative to the most stable structure: *one* 0.0; *two* 1869.3.

=====

*one*
Below is 2 unconnected molecules or ions with the total composition C3HN3O2, with properties calculated with ωB97M-V/def2-TZVPD.

structure (SMILES): N#CC#[N+][O-].N=C=O
Kohn-Sham gap: 10.12 eV
total charge: 0
spin multiplicity: 1

Geometry (Å):
O (0.586, 2.669, 0.278)
C (1.318, -0.720, -0.768)
N (0.898, 1.549, 0.042)
H (-1.076, -0.406, 2.040)
N (-0.935, -0.520, 1.038)
C (0.917, 0.451, -0.304)
O (-1.907, -0.713, -1.083)
C (-1.483, -0.583, -0.040)
N (1.682, -1.727, -1.203)

=====

*two*
Below is C3HN3O2 in the gas phase, with properties calculated with ωB97M-V/def2-TZVPD.

Kohn-Sham gap: 8.15 eV
total charge: 0
spin multiplicity: 1

Geometry (Å):
N (0.484, 1.827, 0.237)
H (-1.280, -2.036, -1.249)
O (1.193, -0.293, 1.689)
O (0.153, -1.550, 0.026)
C (0.480, -0.492, 0.626)
C (-0.783, -1.183, -0.894)
N (-1.209, 0.182, -0.865)
C (-0.003, 0.717, -0.183)
N (0.964, 2.828, 0.612)

=====

*three*
Below is C3HN3O2 in the gas phase, with properties calculated with ωB97M-V/def2-TZVPD.

structure (SMILES): N#Cc1nonc1O
Kohn-Sham gap: 10.91 eV
total charge: 0
spin multiplicity: 1

Geometry (Å):
H (1.546, -1.337, -0.003)
N (0.791, 1.731, 0.128)
C (-0.634, 0.074, 0.056)
O (-0.514, 2.133, 0.221)
O (1.795, -0.403, -0.156)
N (-1.282, -2.435, -0.270)
N (-1.353, 1.119, 0.185)
C (-1.076, -1.298, -0.155)
C (0.728, 0.417, -0.005)

=====

In kJ/mol, relative to the most stable structure: *one* 84.6; *two* 100.5; *three* 0.0.

=====

*one*
Below is 2 unconnected molecules or ions with the total composition CH2O2S, with properties calculated with ωB97M-V/def2-TZVPD.

structure (SMILES): O=C=S.O
Kohn-Sham gap: 11.69 eV
total charge: 0
spin multiplicity: 1

Geometry (Å):
H (-1.665, -0.597, 0.495)
H (-0.979, 0.416, -0.115)
O (-1.782, 0.064, -0.097)
S (1.824, 1.406, -0.049)
C (1.483, -0.086, -0.067)
O (1.120, -1.203, -0.167)

=====

*two*
Below is a molecular structure, CH2O2S, with properties calculated with ωB97M-V/def2-TZVPD.

Kohn-Sham gap: 8.73 eV
total charge: 0
spin multiplicity: 1

Geometry (Å):
O (-1.563, 0.585, -0.034)
H (1.215, -0.450, -0.702)
O (-0.205, 1.076, -0.215)
C (0.569, -0.124, 0.060)
S (-1.000, -1.052, -0.191)
H (0.984, -0.035, 1.082)

=====

*three*
Below is CH2O2S in the gas phase, with properties calculated with ωB97M-V/def2-TZVPD.

Kohn-Sham gap: 9.96 eV
total charge: 0
spin multiplicity: 1

Geometry (Å):
C (0.805, 0.080, -0.095)
O (-1.958, -0.876, 0.338)
H (1.488, 0.444, -0.949)
H (0.926, -0.728, 0.785)
O (-0.083, 1.051, 0.373)
S (-1.177, 0.029, -0.452)

=====

*four*
Below is 2 unconnected molecules or ions with the total composition CH2O2S, with properties calculated with ωB97M-V/def2-TZVPD.

Kohn-Sham gap: 9.15 eV
total charge: 0
spin multiplicity: 1

Geometry (Å):
C (0.621, 1.888, -0.760)
H (0.217, -0.761, -1.271)
H (-0.886, -1.165, 1.468)
O (0.099, 2.190, 0.197)
S (0.444, -1.569, -0.301)
O (-0.495, -0.584, 0.667)

=====

In kJ/mol, relative to the most stable structure: *one* 0.0; *two* 472.1; *three* 259.7; *four* 152.9.

=====

*one*
Below is CH2O2S in the gas phase, with properties calculated with ωB97M-V/def2-TZVPD.

structure (SMILES): OOC=S
Kohn-Sham gap (alpha / beta): 9.39 / 9.39 eV
total charge: 0
spin multiplicity: 1

Geometry (Å):
O (0.645, 0.270, -0.738)
H (-0.163, 1.167, 0.914)
C (0.411, 1.450, -0.114)
O (0.028, -0.813, -0.105)
H (0.519, -1.654, -0.292)
S (1.022, 2.921, -0.467)

=====

*two*
Below is CH2O2S in the gas phase, with properties calculated with ωB97M-V/def2-TZVPD.

structure (SMILES): O=C(O)S
Kohn-Sham gap: 10.26 eV
total charge: 0
spin multiplicity: 1

Geometry (Å):
C (0.344, 0.214, -0.049)
O (0.692, 1.405, -0.118)
O (1.123, -0.898, -0.057)
S (-1.461, -0.102, -0.103)
H (0.724, -1.854, -0.056)
H (-1.423, 1.235, 0.382)

=====

*three*
Below is CH2O2S in the gas phase, with properties calculated with ωB97M-V/def2-TZVPD.

structure (SMILES): C=S(=O)=O
Kohn-Sham gap: 9.75 eV
total charge: 0
spin multiplicity: 1

Geometry (Å):
H (0.431, -0.452, -1.558)
O (-1.579, 1.047, -0.238)
S (-0.437, 0.445, 0.377)
C (0.505, -0.545, -0.496)
O (-0.304, 0.435, 1.947)
H (1.383, -0.931, -0.031)

=====

*four*
Below is 2 unconnected molecules or ions with the total composition CH2O2S, with properties calculated with ωB97M-V/def2-TZVPD.

Kohn-Sham gap (alpha / beta): 7.54 / 7.55 eV
total charge: 0
spin multiplicity: 1

Geometry (Å):
C (0.692, -0.421, 1.086)
H (-0.095, -0.520, 1.856)
O (1.829, -0.471, 1.212)
H (-0.991, -0.205, -1.925)
S (-0.027, 1.212, -0.829)
O (-1.407, 0.404, -1.400)

=====

In kJ/mol, relative to the most stable structure: *one* 320.1; *two* 0.0; *three* 213.3; *four* 283.2.